1.
The following is a quantum chemistry calculation of a cluster of 2 separate species, C15H27O11PS in total in a non-equilibrium geometry, from the Open Molecules 2025 dataset.

Element x y z (Å)
C (3.583, -1.200, 0.995)
C (3.572, -0.048, 0.684)
C (3.199, 1.335, 0.265)
C (1.945, 1.836, 0.982)
C (1.003, 0.776, 1.571)
P (-0.149, 0.068, 0.390)
O (-1.044, -0.942, 0.971)
O (0.796, -0.566, -0.732)
C (0.359, -1.820, -1.310)
C (1.150, -2.056, -2.600)
O (-0.872, 1.252, -0.390)
C (-2.077, 1.779, 0.208)
C (-3.159, 1.870, -0.862)
O (4.348, 2.155, 0.646)
S (5.572, 1.718, -0.341)
O (6.515, 0.854, 0.267)
O (6.097, 2.945, -0.843)
O (4.707, 0.945, -1.432)
C (3.286, 1.339, -1.256)
C (3.172, 2.654, -2.031)
C (1.842, 3.402, -1.875)
O (1.900, 4.377, -0.848)
H (3.588, -2.249, 1.166)
H (2.313, 2.439, 1.811)
H (1.351, 2.504, 0.369)
H (1.501, -0.009, 2.128)
H (0.356, 1.297, 2.283)
H (0.573, -2.599, -0.585)
H (-0.700, -1.801, -1.544)
H (0.460, -2.370, -3.382)
H (1.617, -1.138, -2.946)
H (1.875, -2.858, -2.492)
H (-2.399, 1.187, 1.061)
H (-1.889, 2.787, 0.579)
H (-2.653, 1.872, -1.827)
H (-3.713, 2.802, -0.803)
H (-3.819, 1.006, -0.863)
H (2.696, 0.598, -1.779)
H (3.265, 2.390, -3.085)
H (3.990, 3.337, -1.819)
H (1.574, 3.872, -2.824)
H (1.027, 2.723, -1.625)
H (2.691, 4.912, -0.952)
C (-7.210, -4.075, 1.695)
O (-6.178, -3.703, 2.610)
C (-4.962, -3.631, 2.063)
O (-4.700, -3.848, 0.909)
O (-4.102, -3.280, 3.011)
C (-2.743, -3.160, 2.564)
H (-8.133, -4.094, 2.266)
H (-7.295, -3.344, 0.893)
H (-7.019, -5.063, 1.280)
H (-2.650, -2.394, 1.801)
H (-2.383, -4.116, 2.186)
H (-2.156, -2.872, 3.430)

Cartesian forces, eV/Å:
0.158 -0.389 -0.135
-1.314 0.306 0.079
0.628 -1.201 0.499
0.018 0.025 0.513
-0.399 0.699 -0.309
0.561 -1.332 -0.006
-0.304 0.274 0.270
-0.342 0.447 -0.024
0.691 -0.041 -0.588
-0.529 -0.232 0.002
0.102 -0.022 0.434
-0.743 0.768 -0.149
0.477 -0.277 -0.324
0.187 -0.361 -0.804
0.907 1.386 0.167
-0.591 -0.636 0.137
-0.368 -0.018 -0.319
-0.134 0.109 0.508
1.032 0.869 -1.013
-1.041 0.137 -0.127
0.375 0.120 -0.170
-0.341 -0.070 0.283
0.171 -0.026 0.182
0.068 0.072 0.001
0.233 0.137 -0.138
0.063 -0.152 -0.114
-0.031 -0.008 0.055
-0.245 -0.084 0.090
-0.145 0.144 0.305
0.022 -0.016 -0.081
0.171 0.008 0.045
0.281 0.181 0.043
0.123 -0.283 -0.057
0.438 -0.017 -0.031
-0.026 0.083 -0.072
-0.217 -0.066 0.196
-0.145 0.039 0.108
-0.064 -0.387 0.497
0.165 -0.156 -0.004
0.091 -0.041 0.163
0.041 0.048 -0.049
-0.075 -0.015 0.020
0.069 -0.003 -0.082
-0.173 -0.033 -0.014
-0.063 0.004 0.031
0.033 0.030 0.086
-0.005 -0.026 -0.088
0.025 -0.021 0.080
0.171 0.044 -0.019
0.057 0.031 0.095
0.067 -0.043 -0.052
0.055 0.035 -0.070
-0.005 -0.050 -0.063
-0.056 0.006 -0.072
-0.127 0.005 0.085

Output
Orbital gap ... 11.235 eV
Energy ... -2154.9268 Eh
Structure (SMILES) ... C#C[C@@]1(CCP(=O)(OCC)OCC)OS(=O)(=O)O[C@@H]1CCO.COC(=O)OC
Total charge ... 0

***

2.
The following is a quantum chemistry calculation of a structure of composition C9H22CaNO5 in a non-equilibrium geometry, from the Open Molecules 2025 dataset.

Element x y z (Å)
Ca (0.276, -0.543, -0.524)
C (1.776, 3.072, 1.113)
C (1.421, 1.872, 0.278)
O (0.362, 1.802, -0.419)
O (2.085, 0.812, 0.398)
H (1.140, 3.139, 1.998)
H (1.654, 4.035, 0.616)
H (2.822, 3.015, 1.406)
C (0.915, 0.248, -3.761)
O (1.488, -0.259, -2.551)
H (0.933, -0.455, -4.598)
H (-0.127, 0.501, -3.595)
H (1.483, 1.129, -4.059)
H (2.442, -0.308, -2.670)
C (-2.636, 0.313, -2.393)
O (-1.890, 0.352, -1.139)
C (-2.737, 0.682, -0.031)
C (-2.029, 0.497, 1.315)
N (-1.231, -0.753, 1.351)
C (-0.326, -0.840, 2.504)
C (0.616, -2.032, 2.273)
O (1.240, -1.869, 1.001)
C (2.380, -2.696, 0.829)
H (-3.590, -0.195, -2.260)
H (-2.032, -0.318, -3.041)
H (-2.680, 1.360, -2.688)
H (-3.614, 0.029, -0.016)
H (-2.985, 1.735, -0.183)
H (-2.774, 0.463, 2.116)
H (-1.409, 1.368, 1.528)
H (-1.906, -1.508, 1.441)
H (-0.799, -1.089, 3.462)
H (0.241, 0.069, 2.704)
H (0.008, -2.939, 2.304)
H (1.378, -1.980, 3.051)
H (2.076, -3.725, 0.622)
H (3.075, -2.606, 1.664)
H (2.957, -2.381, -0.045)

Cartesian forces, eV/Å:
0.603 1.762 -0.691
0.484 0.656 -0.306
-0.964 -1.057 0.066
-0.421 0.979 0.027
0.899 -0.410 0.318
0.007 -0.307 0.037
-0.218 -0.218 -0.328
-0.092 -0.166 0.207
0.277 0.324 -0.573
-0.249 -0.583 -0.257
0.201 -0.263 0.269
0.096 0.212 0.283
-0.308 0.144 -0.024
0.005 0.037 0.171
1.105 0.016 1.167
-0.597 -1.293 0.053
0.381 0.089 0.114
0.049 0.238 0.042
-0.481 0.690 0.441
0.508 -1.123 0.522
-0.338 1.237 0.080
0.182 -0.709 0.434
0.578 -0.298 -0.598
-0.181 0.341 0.033
-0.083 0.316 -0.377
-0.477 -0.248 -0.608
-0.148 0.180 -0.393
-0.499 -0.078 0.398
-0.205 0.158 -0.145
0.361 -0.226 -0.148
0.156 -0.136 -0.162
-0.459 0.249 -0.138
-0.046 0.155 -0.606
0.386 -0.292 0.034
-0.003 -0.480 0.052
0.060 -0.062 0.440
-0.250 -0.177 0.193
-0.320 0.344 -0.025

Output
Orbital gap ... 9.050 eV
Energy ... -1464.5741 Eh
Total charge ... +1

***

3.
The following is a quantum chemistry calculation of a structure of composition C22H13Br2N5NiO2, from the Open Molecules 2025 dataset.

Element x y z (Å)
Ni (0.308, 1.947, -1.329)
O (-0.802, -4.249, -1.539)
N (-1.690, -3.637, -0.990)
O (-2.734, -4.091, -0.599)
C (-1.413, -2.197, -0.688)
C (-2.256, -1.332, 1.177)
C (-2.100, 0.093, 1.537)
C (-2.031, 0.735, 2.699)
C (-1.615, 2.133, 2.722)
C (-1.170, 2.753, 1.630)
N (-1.115, 2.085, 0.359)
C (-1.716, 0.738, 0.265)
C (-1.282, -0.215, -1.944)
N (-0.721, 0.760, -2.674)
C (0.319, 0.401, -3.474)
C (0.856, -0.873, -3.486)
C (0.367, -1.824, -2.596)
C (-0.729, -1.478, -1.816)
H (-2.843, -1.946, 1.852)
H (-2.273, 0.237, 3.630)
H (-1.672, 2.690, 3.648)
H (-0.892, 3.795, 1.590)
H (0.712, 1.180, -4.118)
H (1.680, -1.103, -4.147)
H (0.820, -2.802, -2.518)
Br (5.639, 0.983, 2.524)
C (4.175, 1.322, 1.445)
C (4.214, 2.344, 0.506)
C (3.094, 2.568, -0.265)
N (1.972, 1.838, -0.153)
C (1.947, 0.833, 0.768)
C (3.019, 0.558, 1.582)
C (0.672, 0.076, 0.802)
C (0.452, -1.227, 1.006)
C (-0.853, -2.006, 0.819)
Br (-0.611, -3.643, 1.784)
C (-2.653, -1.366, -0.325)
C (-2.370, 0.043, -0.927)
N (-0.301, 0.831, 0.126)
H (5.094, 2.958, 0.379)
H (3.090, 3.364, -0.999)
H (2.959, -0.225, 2.326)
H (1.306, -1.822, 1.306)
H (-3.612, -1.798, -0.586)
H (-3.241, 0.569, -1.310)

Cartesian forces, eV/Å:
-0.187 -0.214 0.270
0.120 0.053 -0.089
0.087 -0.284 0.167
-0.192 0.102 -0.030
0.020 0.146 -0.140
-0.014 0.108 -0.103
-0.019 -0.130 -0.209
0.030 0.217 0.222
-0.126 -0.197 0.150
0.080 -0.189 -0.276
-0.046 0.149 0.014
0.210 0.223 0.119
-0.019 0.199 0.063
0.306 -0.018 -0.194
-0.226 0.106 0.005
-0.003 -0.106 0.039
0.040 -0.033 -0.066
0.003 -0.090 0.042
0.005 -0.026 -0.001
0.010 0.022 -0.006
0.002 -0.020 0.001
0.025 0.002 -0.043
0.014 0.018 0.006
-0.014 0.005 -0.007
-0.001 0.008 0.017
0.161 -0.039 0.115
0.005 -0.007 0.011
-0.035 0.039 -0.056
-0.083 -0.029 0.018
0.093 0.134 -0.061
-0.017 0.009 -0.033
-0.019 -0.014 0.012
-0.051 0.365 -0.046
-0.138 -0.092 -0.086
0.109 0.167 -0.046
0.027 -0.302 0.209
0.017 0.008 0.120
-0.045 -0.003 0.030
-0.038 -0.234 -0.078
-0.008 -0.004 0.008
-0.015 -0.005 -0.011
0.000 0.003 -0.010
-0.028 -0.035 -0.006
-0.021 0.020 -0.025
-0.018 -0.030 -0.017

Output
Orbital gap (alpha / beta) ... 8.587 / 7.226 eV
Energy ... -7925.9694 Eh
Total charge ... +2
Spin multiplicity ... 3
<S²> ... 2.009

***

4.
The following is a quantum chemistry calculation of a structure of composition BrH5Nb in a non-equilibrium geometry, from the Open Molecules 2025 dataset.

Element x y z (Å)
Br (2.539, -0.132, 0.092)
Nb (-0.101, 0.004, 0.009)
H (-0.180, -1.320, -1.247)
H (0.070, 1.254, -1.296)
H (-0.143, 1.355, 1.211)
H (-0.274, -1.245, 1.306)
H (-1.911, 0.084, -0.076)

Cartesian forces, eV/Å:
-0.933 -0.001 0.017
3.098 -0.415 0.114
-0.775 -0.132 -0.420
-0.493 0.444 -0.499
-0.789 0.549 0.280
-0.505 -0.446 0.512
0.396 0.001 -0.004

Output
Orbital gap ... 7.520 eV
Energy ... -2633.8262 Eh
Total charge ... -1

***

The records above give, respectively, M values of 446.41, 264.35, 597.88, 177.85 g mol⁻¹.